# 1
{"formula": "C4H3NO", "method": "ωB97M-V/def2-TZVPD", "species": ["C", "C", "C", "C", "N", "O", "H", "H", "H"], "xyz": [[0.87, 0.58, -1.28], [1.10, 1.51, -0.43], [0.11, 0.20, 0.04], [-0.64, -1.07, -0.05], [0.11, 0.92, 1.15], [0.91, 2.00, 0.78], [0.02, -1.88, -0.35], [-1.43, -0.99, -0.79], [-1.06, -1.27, 0.93]], "mulliken_charge": [-0.84, 0.51, 0.85, -0.80, -0.43, -0.15, 0.29, 0.27, 0.30], "homo_energy_ev": -10.8285, "spin_multiplicity": 1, "max_force_ha_per_bohr": 0.0427, "charge": 0, "orbital_gap_ev": 10.2, "relative_energy_ev": 5.7928}


# 2
{"formula": "C5H10N", "method": "ωB97M-V/def2-TZVPD", "species": ["C", "C", "C", "C", "C", "N", "H", "H", "H", "H", "H", "H", "H", "H", "H", "H"], "xyz": [[0.23, -2.07, -0.18], [-1.39, 0.30, 0.83], [0.69, -1.17, -1.03], [0.68, 1.48, 0.65], [-0.36, 0.22, -1.17], [-0.40, 0.67, 0.18], [0.79, -3.00, -0.08], [-0.48, -1.94, 0.65], [-2.02, -0.27, 0.26], [-1.37, 0.56, 1.89], [1.41, -1.15, -1.83], [1.13, 1.16, 1.65], [0.46, 2.54, 0.80], [1.50, 1.34, -0.01], [-1.26, -0.24, -1.46], [0.00, 0.98, -1.72]], "mulliken_charge": [-0.63, -0.36, -0.09, -0.89, -0.74, 0.12, 0.30, 0.23, 0.40, 0.31, 0.42, 0.38, 0.35, 0.39, 0.32, 0.49], "homo_energy_ev": -14.8242, "spin_multiplicity": 1, "max_force_ha_per_bohr": 0.1063, "charge": 1, "orbital_gap_ev": 10.2, "smiles": "C=CC[N+](=C)C", "relative_energy_ev": 2.5095}


# 3
{"formula": "C8H4", "method": "ωB97M-V/def2-TZVPD", "species": ["C", "C", "C", "C", "C", "C", "C", "C", "H", "H", "H", "H"], "xyz": [[0.19, 0.28, 1.60], [0.99, -0.84, 1.16], [1.06, -0.36, -1.68], [1.51, -1.74, 0.40], [-0.53, 0.24, 0.48], [0.27, 0.60, -1.41], [-0.90, 1.11, -0.70], [0.44, -1.11, -0.45], [0.12, 0.81, 2.54], [-1.97, 0.78, -0.97], [-0.92, 2.06, -0.33], [-0.25, -1.84, -0.63]], "mulliken_charge": [-0.77, 0.46, -0.69, -0.80, -0.04, 0.19, -0.20, 0.38, 0.39, 0.21, 0.37, 0.50], "homo_energy_ev": -8.7647, "spin_multiplicity": 1, "max_force_ha_per_bohr": 0.0763, "charge": 0, "orbital_gap_ev": 8.4, "relative_energy_ev": 5.9943}


| no. | M (Da) | energy (eV) |
| --- | --- | --- |
| 1 | 81.1 | -7726.9512 |
| 2 | 84.1 | -6827.6924 |
| 3 | 100.1 | -8348.9496 |